Record 1
Below is a 11-piece molecular cluster, H23O11 overall, with properties calculated with wB97M-V/def2-TZVPD.

The geometry in XYZ format:
```
34
Properties=species:S:1:pos:R:3
O -0.07471 -4.21117 -0.05909
H 0.56125 -3.36482 -0.35312
H -0.78634 -4.00001 -0.82232
O 0.55042 1.87150 3.62206
H -0.26655 2.29571 3.87443
H -0.76977 -3.46359 0.47029
O 1.10902 -2.06321 -0.60021
H 3.39029 0.43527 -0.58641
H -0.72948 2.67994 -2.03398
O -1.80559 -2.65385 -1.75923
H -2.76059 -2.47296 -1.64411
H 2.40074 2.68951 -2.34533
O -1.02233 3.36777 0.10777
H -1.95565 3.48432 0.34752
H -1.70891 -2.95070 -2.66917
O 1.33298 -0.17275 2.09499
H 0.66509 0.22960 2.72013
H 0.55949 -1.26437 -0.77629
O -1.41772 -2.70281 1.36617
H 1.84269 -1.82654 -0.00639
O 2.15900 2.85585 -1.42422
H 1.72652 3.75038 -1.51989
H 1.12208 2.35416 3.03044
O -1.61446 0.04573 0.58197
H -1.20842 -1.75693 1.34201
H -2.37229 -0.15734 0.00782
O 3.39837 -0.49226 -0.86860
H -1.87644 0.95629 0.84856
H 2.78950 -0.34311 -1.61822
O -1.58137 3.03333 -2.28559
H -1.67111 3.87657 -2.72763
H 2.01281 0.50140 2.07999
H -1.13473 2.60333 -0.45089
H -0.86380 -3.13422 2.05657
```

Its energy relative to the best compared isomer or geometry (same formula, charge and spin) is 385.21 kJ/mol. Its molecular weight is 199.2 g mol⁻¹. The calculation puts the HOMO-LUMO gap at 10.51 eV. Its calculated total energy is -22888.4615 eV. Its multiplicity is 1. As for the net charge: +1.

Atomic partial charges in e from the Löwdin method, atoms 1 to 2: O 0.017; H 0.078



Record 2
Below is a 2-piece molecular cluster, C5H11O overall, with properties calculated with wB97M-V/def2-TZVPD.

The geometry in XYZ format:
```
17
Properties=species:S:1:pos:R:3
C 1.21556 -1.08006 -1.54544
C -1.18539 -1.11268 0.42657
C 0.77016 2.03424 0.28283
C 0.04036 -0.35795 0.89524
C 0.49321 0.63809 -0.13129
O 0.86330 0.08396 -1.41634
H 1.25604 -1.53936 -2.52890
H 1.41522 -1.72939 -0.66539
H -1.78816 -0.45388 -0.16832
H -1.82979 -1.55079 1.13270
H -0.82921 -1.82914 -0.34742
H 1.19310 2.82451 -0.45699
H -0.12440 2.38700 0.74649
H 1.68124 1.94503 1.03347
H -0.30665 0.02747 1.82064
H 0.84650 -1.06460 1.07668
H -1.12819 1.06842 -1.33386
```

Its energy relative to the best compared isomer or geometry (same formula, charge and spin) is 469.04 kJ/mol. Its molecular weight is 87.1 g mol⁻¹. The calculation puts the HOMO-LUMO gap (spin up / spin down) at 7.63 / 8.64 eV. Its calculated total energy is -7397.3900 eV. Its multiplicity is 1. As for the net charge: +1.

Atomic partial charges in e from the Löwdin method, atoms 1 to 2: C 0.125; C -0.074



Record 3
Below is one molecule with the formula C3H3N3O, with properties calculated with wB97M-V/def2-TZVPD.

The geometry in XYZ format:
```
10
Properties=species:S:1:pos:R:3
N -1.96962 -0.92558 -0.09640
C -0.83498 -0.37111 -0.14555
N -0.32244 0.12246 -1.52611
N 0.74701 0.65400 -1.64567
O 2.30638 0.83169 1.34124
C 1.29925 0.45707 0.85296
C 0.08673 -0.12309 0.92134
H -2.41950 -0.96632 -1.01209
H 1.32066 0.75476 -0.60553
H -0.21349 -0.43388 1.91582
```

Its energy relative to the best compared isomer or geometry (same formula, charge and spin) is 352.63 kJ/mol. Its molecular weight is 97.1 g mol⁻¹. The calculation puts the HOMO-LUMO gap at 8.74 eV. Its calculated total energy is -9673.7995 eV. Its SMILES is [H]/N=N\C(C=C=O)=N/[H]. Its multiplicity is 1.

Atomic partial charges in e from the Löwdin method, atoms 1 to 2: N 0.148; C -0.399



Record 4
Below is one molecule with the formula C3H5NO2, with properties calculated with wB97M-V/def2-TZVPD.

The geometry in XYZ format:
```
11
Properties=species:S:1:pos:R:3
C 1.12144 -0.06756 -0.29679
C -0.33941 -0.11934 -0.03410
C -1.05029 -1.41390 -0.00806
H 1.36046 -1.09154 -0.70631
H 1.49662 0.62209 -1.00445
H 1.71650 0.08204 0.64885
H -0.34022 -2.34884 0.47378
H -0.60143 2.77006 0.76421
N -0.99295 0.96901 0.21389
O -2.27360 -1.45477 -0.25374
O -0.09711 2.05274 0.20271
```

Its energy relative to the best compared isomer or geometry (same formula, charge and spin) is 349.44 kJ/mol. Its molecular weight is 87.1 g mol⁻¹. The calculation puts the HOMO-LUMO gap at 9.97 eV. Its calculated total energy is -8774.0730 eV. Its SMILES is C/C(C=O)=N\O. Its multiplicity is 1.

Atomic partial charges in e from the Löwdin method, atoms 1 to 2: C -0.058; C -0.348



Record 5
Below is a 2-piece molecular cluster, C5H11N2 overall, with properties calculated with wB97M-V/def2-TZVPD.

The geometry in XYZ format:
```
18
Properties=species:S:1:pos:R:3
C -1.98819 -0.05332 0.21589
C 1.77541 -1.10813 0.73183
C 1.73551 -0.95129 -0.75244
C 1.59725 0.19318 0.15859
C 1.51906 1.51238 0.30914
N -1.31419 0.90871 -0.32369
N -3.19454 -0.36539 -0.05190
H 1.13621 -1.73881 1.40365
H 2.75933 -1.17060 1.21013
H 2.70355 -1.14418 -1.15933
H 0.89573 -1.16427 -1.42522
H 1.55334 2.04927 -0.70240
H 1.55835 2.15461 1.07623
H -1.44031 -0.56882 1.04050
H -0.29363 1.16375 0.04177
H -1.59976 1.26940 -1.22765
H -3.69040 -1.18519 0.22943
H -3.71275 0.19869 -0.77453
```

Its energy relative to the best compared isomer or geometry (same formula, charge and spin) is 247.63 kJ/mol. Its molecular weight is 99.2 g mol⁻¹. The calculation puts the HOMO-LUMO gap at 10.50 eV. Its calculated total energy is -8334.5525 eV. Its multiplicity is 1. As for the net charge: +1.

Atomic partial charges in e from the Löwdin method, atoms 1 to 2: C -0.240; C -0.118



Record 6
Below is a 2-piece molecular cluster, C9H13N2 overall, with properties calculated with wB97M-V/def2-TZVPD.

The geometry in XYZ format:
```
24
Properties=species:S:1:pos:R:3
C -2.84258 -0.61478 -0.20960
C -2.34260 -0.68093 1.04609
C -2.17763 0.00703 -1.24338
C -1.18578 0.04049 1.40412
C -1.09075 0.77462 -0.97161
C -0.59693 0.90238 0.41820
C 1.43984 -1.73503 0.29485
C 2.02863 -1.11603 -0.87105
C 0.71928 1.55945 0.69264
N 1.14121 2.41103 -0.19796
N 2.05259 -0.48224 0.38894
H -3.78219 -1.00180 -0.45594
H -2.72381 -1.36049 1.79064
H -2.53086 -0.10108 -2.27980
H -0.65690 0.01810 2.29277
H -0.55970 1.30491 -1.74039
H 0.33579 -1.59737 0.28787
H 1.92496 -2.74096 0.68808
H 2.90154 -1.55926 -1.20095
H 1.33226 -0.73120 -1.54830
H 1.25919 1.41195 1.62232
H 1.80526 3.18906 -0.10348
H 0.76990 2.35618 -1.13833
H 2.77925 -0.25405 1.03428
```

Its energy relative to the best compared isomer or geometry (same formula, charge and spin) is 254.55 kJ/mol. Its molecular weight is 149.2 g mol⁻¹. The calculation puts the HOMO-LUMO gap at 8.66 eV. Its calculated total energy is -12514.9818 eV. Its multiplicity is 1. As for the net charge: +1.

Atomic partial charges in e from the Löwdin method, atoms 1 to 2: C -0.059; C -0.046



Question: Which formula does entry 5 have?
Answer: C5H11N2